1.
13
Properties=species:S:1:pos:R:3 method="wB97M-V/def2-TZVPD" homo_energy_ha=-0.3523 lumo_ev=0.635 e_tot_ha=-323.75683 fmax_ev_per_a=0.41 homo_lumo_gap_ev=10.220 charge=0 smiles="NC(=O)CCO"
N 1.28 0.65 -1.14
C 0.46 -0.45 -1.22
O 0.25 -1.06 -2.25
C 0.01 -0.93 0.16
C -0.95 -0.06 0.96
O -0.41 1.25 1.08
H 1.08 1.33 -0.42
H 1.76 0.93 -1.97
H 0.95 -0.98 0.73
H -0.40 -1.93 0.06
H -1.95 -0.03 0.49
H -1.06 -0.52 1.95
H -1.03 1.80 1.57

---

2.
13
Properties=species:S:1:pos:R:3 method="wB97M-V/def2-TZVPD" homo_energy_ha=-0.3083 lumo_ev=0.555 e_tot_ha=-323.59128 fmax_ev_per_a=4.08 homo_lumo_gap_ev=8.944 charge=0 smiles="N=C=CO.CO"
N -0.35 -1.93 -0.99
C 0.29 -1.21 -0.26
C 1.37 -0.74 0.46
O 1.93 0.51 0.10
H -1.33 -2.14 -0.79
H 2.09 -1.49 0.77
H 2.81 0.35 -0.26
C -1.40 1.33 -0.04
O -0.95 0.25 0.75
H -0.67 1.56 -0.83
H -1.58 2.24 0.56
H -2.34 1.06 -0.52
H 0.15 0.20 1.04

---

3.
13
Properties=species:S:1:pos:R:3 method="wB97M-V/def2-TZVPD" homo_energy_ha=-0.3331 lumo_ev=0.035 e_tot_ha=-323.62699 fmax_ev_per_a=0.49 homo_lumo_gap_ev=9.098 charge=0
C 2.39 0.90 -0.24
O 0.99 0.57 -0.18
C 0.48 -0.06 0.82
C -2.15 -0.97 -0.76
O -2.94 -1.76 -1.24
N -2.37 -0.20 0.34
H 2.85 0.28 -1.01
H 2.83 0.71 0.74
H 2.45 1.95 -0.51
H 1.30 -0.33 1.53
H -1.16 -0.76 -1.23
H -3.14 -0.48 0.92
H -1.52 0.14 0.79

---

4.
13
Properties=species:S:1:pos:R:3 method="wB97M-V/def2-TZVPD" homo_energy_ha="-0.3597 / -0.3200" lumo_ev="-0.280 / -1.243" e_tot_ha=-323.53346 fmax_ev_per_a=5.73 homo_lumo_gap_ev="9.508 / 7.465" charge=0
C 2.03 -0.33 0.33
C 0.49 0.12 0.38
C -0.31 0.25 -0.91
N -2.63 0.10 -0.04
O -3.54 0.61 -0.64
O -2.65 -0.60 0.92
H 2.41 0.13 -0.51
H 2.67 0.08 1.16
H 2.13 -1.40 0.27
H 0.42 1.01 0.94
H 0.06 -0.53 0.96
H -0.46 1.17 -1.43
H -0.62 -0.61 -1.42